# 1
DFT (wB97M-V/def2-TZVPD) results for C7H20N2O12Zr as an isolated structure in a non-equilibrium geometry.

Atoms and positions in Å:
Zr 0.24946 0.35731 -0.65231
C -1.39741 -2.29229 2.00269
C -1.91949 -1.11256 1.59283
C -3.36204 -0.74428 1.80762
O -3.80566 0.37535 1.45079
C -4.18131 -1.59689 2.55305
C -3.73990 -2.93221 2.86218
C -2.19348 -3.26786 2.71345
O -1.86493 -4.37715 3.05118
O -4.39631 -3.86811 3.24761
O -1.15137 -0.18262 1.06839
H -0.33584 -2.45021 1.82824
H -5.25597 -1.50218 2.63200
C 3.30587 2.11381 -0.98617
O 2.22240 1.47655 -1.02159
N 3.49291 3.29092 -1.67509
N 4.34530 1.75975 -0.21791
H 4.31719 3.33263 -2.25974
H 2.63816 3.60159 -2.11120
H 5.20878 2.27718 -0.25596
H 4.27490 0.93897 0.35398
O -1.43790 2.02313 -0.48160
H -1.74616 2.62751 0.21248
H -2.00464 2.21163 -1.24214
O 1.83777 -0.38522 0.70208
H 2.00871 0.09122 1.52547
H 2.53504 -1.05542 0.65126
O 0.17173 -2.13507 -0.61613
H 0.52672 -2.74894 0.04351
H -0.40157 -2.67883 -1.16915
O -0.00644 1.48328 -2.56235
H 0.67897 1.47316 -3.24706
H -0.49335 2.30792 -2.71055
O 0.68019 1.93105 0.97257
H 0.80649 2.89231 0.95739
H 0.63540 1.69660 1.91482
O 1.55389 -0.71841 -2.28718
H 1.26314 -0.88293 -3.19572
H 2.39481 -1.19189 -2.20852
O -1.52160 -0.48086 -1.63047
H -1.51211 -1.10410 -2.37013
H -2.42038 -0.55385 -1.24260

Computed properties:
E_HOMO (eV): -10.76
Total charge: +2
Energy above the lowest of the compared OMol25 structures with the same formula, charge and spin (kcal per mole): 93.19
2S+1: 1

Population analysis type Mulliken, resulting atomic charges in e: number 1, Zr, carries 1.47; number 2, C, carries -0.37; number 3, C, carries 0.20; number 4, C, carries 0.51; number 5, O, carries -0.73; number 6, C, carries -0.84; number 7, C, carries 0.62; number 8, C, carries 0.17; number 9, O, carries -0.55; number 10, O, carries -0.55; number 11, O, carries -0.36; number 12, H, carries 0.42; number 13, H, carries 0.41; number 14, C, carries 0.47; number 15, O, carries -0.33; number 16, N, carries -0.45; number 17, N, carries -0.30; number 18, H, carries 0.26; number 19, H, carries 0.23; number 20, H, carries 0.22; number 21, H, carries 0.18; number 22, O, carries -0.43; number 23, H, carries 0.27; number 24, H, carries 0.27; number 25, O, carries -0.30; number 26, H, carries 0.26; number 27, H, carries 0.31; number 28, O, carries -0.28; number 29, H, carries 0.26; number 30, H, carries 0.26; number 31, O, carries -0.50; number 32, H, carries 0.33; number 33, H, carries 0.28; number 34, O, carries -0.43; number 35, H, carries 0.28; number 36, H, carries 0.29; number 37, O, carries -0.44; number 38, H, carries 0.31; number 39, H, carries 0.28; number 40, O, carries -0.33; number 41, H, carries 0.33; number 42, H, carries 0.28



# 2
DFT (wB97M-V/def2-TZVPD) results for a 2-piece molecular cluster, C7H20N4 overall in a non-equilibrium geometry.

Atoms and positions in Å:
C 2.65941 0.43468 0.21024
C 1.34412 0.14302 0.82437
C 0.06158 2.00685 -0.27111
C -2.04788 -0.70748 -1.62778
C -1.00909 0.48616 1.45146
C 0.19284 0.77491 0.58036
C -0.64210 -1.09494 -1.36682
N 0.32656 -0.54336 -2.06693
N -0.37873 -2.13097 -0.59112
N -1.08460 1.49225 2.57047
N 0.93300 -2.59589 -0.47154
H 3.21730 -0.47812 0.03147
H 3.24669 1.02170 0.91452
H 1.35216 -0.66170 1.54744
H 0.40949 2.88451 0.27375
H 0.67672 1.95219 -1.16257
H -0.96811 2.18386 -0.57062
H -2.74065 -1.12771 -0.90502
H -2.16252 0.37160 -1.67690
H -2.33357 -1.08801 -2.61199
H -1.94363 0.56396 0.89348
H -0.93984 -0.50302 1.90621
H 2.58660 1.01423 -0.70239
H 0.13919 0.18651 -2.73580
H -1.14780 -2.64764 -0.17120
H -1.09803 2.44467 2.18264
H -0.25931 1.41198 3.17925
H -1.92826 1.36191 3.14405
H 1.28251 -0.83992 -1.91626
H 1.19566 -3.20019 -1.25168
H 1.06027 -3.11604 0.39000

Computed properties:
E_HOMO (eV): -16.60
Total charge: +2
Energy above the lowest of the compared OMol25 structures with the same formula, charge and spin (kcal per mole): 0.00
2S+1: 1

Population analysis type Mulliken, resulting atomic charges in e: number 1, C, carries -1.53; number 2, C, carries -0.25; number 3, C, carries -1.83; number 4, C, carries -1.45; number 5, C, carries -1.23; number 6, C, carries 1.17; number 7, C, carries 0.65; number 8, N, carries -0.20; number 9, N, carries 0.10; number 10, N, carries -0.13; number 11, N, carries -0.63; number 12, H, carries 0.37; number 13, H, carries 0.41; number 14, H, carries 0.47; number 15, H, carries 0.44; number 16, H, carries 0.48; number 17, H, carries 0.38; number 18, H, carries 0.45; number 19, H, carries 0.37; number 20, H, carries 0.36; number 21, H, carries 0.41; number 22, H, carries 0.37; number 23, H, carries 0.40; number 24, H, carries 0.28; number 25, H, carries 0.24; number 26, H, carries 0.35; number 27, H, carries 0.38; number 28, H, carries 0.40; number 29, H, carries 0.25; number 30, H, carries 0.26; number 31, H, carries 0.27



# 3
DFT (wB97M-V/def2-TZVPD) results for a 4-piece molecular cluster, C7H20O3 overall in a non-equilibrium geometry.

Atoms and positions in Å:
C 2.25940 -1.24787 0.92772
C 1.38548 -0.23393 0.89720
C 1.58925 1.00078 1.77960
C 0.17843 -0.21018 -0.01029
C -1.06273 0.74887 0.24038
C -1.10137 1.84859 -0.86292
C 0.12876 2.79017 -0.79904
H 3.05885 -1.16284 1.66283
H 2.26180 -2.16126 0.38182
H 1.16804 1.90423 1.35536
H 2.62184 1.15966 2.11137
H 1.04074 0.86513 2.73699
H 0.59051 0.09568 -0.98616
H -0.21759 -1.20454 0.02824
H -0.91688 1.17282 1.20923
H -1.96985 0.14118 0.24268
H -2.03171 2.40400 -0.91183
H -0.97818 1.27432 -1.81062
H 0.12620 3.41140 -1.69711
H 0.21021 3.55588 -0.01456
H 1.07273 2.23452 -0.87345
O 0.36888 -1.50966 -2.74343
H -0.35161 -2.01592 -2.34144
H 0.84080 -2.04707 -3.37357
O -2.35728 -1.91219 -0.93391
H -3.29567 -1.76305 -1.10668
H -2.31699 -2.28084 -0.03683
O -1.10464 -2.56953 1.62264
H -0.16538 -2.63856 1.38559
H -1.03203 -1.64978 1.92019

Computed properties:
E_HOMO (eV): -9.12
SMILES string: C=C(C)CCCC.O.O.O
Energy above the lowest of the compared OMol25 structures with the same formula, charge and spin (kcal per mole): 15.87
2S+1: 1

Population analysis type Mulliken, resulting atomic charges in e: number 1, C, carries -1.37; number 2, C, carries 0.78; number 3, C, carries -1.34; number 4, C, carries -0.35; number 5, C, carries -0.74; number 6, C, carries -0.55; number 7, C, carries -1.24; number 8, H, carries 0.27; number 9, H, carries 0.37; number 10, H, carries 0.18; number 11, H, carries 0.41; number 12, H, carries 0.31; number 13, H, carries 0.34; number 14, H, carries 0.41; number 15, H, carries 0.57; number 16, H, carries 0.26; number 17, H, carries 0.43; number 18, H, carries 0.27; number 19, H, carries 0.37; number 20, H, carries 0.30; number 21, H, carries 0.33; number 22, O, carries -0.59; number 23, H, carries 0.28; number 24, H, carries 0.27; number 25, O, carries -0.60; number 26, H, carries 0.28; number 27, H, carries 0.34; number 28, O, carries -0.73; number 29, H, carries 0.34; number 30, H, carries 0.39



Question: Look up the E_HOMO of the second one.
Answer: -16.60 eV



Question: Among the records above, which one has the lowest E_HOMO?
Answer: C7H20N4